# 1
The following is a DFT calculation (the ωB97M-V functional and the def2-TZVPD basis) of a cluster of 6 separate species, C19H30Cl10O6 in total.

XYZ file:
```
65
Properties=species:S:1:pos:R:3:forces:R:3:nbo_charge:R:1
C 1.0296 -2.4641 0.7241 0.57 -0.87 0.55 -0.381
C 0.1350 -1.5295 0.4638 -0.60 0.44 -0.20 -0.288
C -1.2998 -1.9515 0.5219 3.54 1.08 -1.06 0.782
O -1.8664 -1.9188 1.5154 -3.68 -0.18 5.42 -0.541
O -1.8329 -2.3904 -0.6010 -0.35 -0.67 -1.82 -0.526
C -2.6251 -1.3840 -1.2118 -0.87 0.98 0.36 -0.068
C -4.0195 -1.1768 -0.6124 -0.01 -0.49 -0.78 -0.446
C -4.5408 0.1977 -1.0191 -0.43 0.19 0.64 -0.404
C -4.4505 1.2751 0.0832 0.70 -0.26 -0.30 -0.402
C -3.2984 1.1138 1.1066 -0.66 1.11 0.15 -0.423
C -2.7315 2.4834 1.5225 -0.12 -0.72 -0.23 -0.407
C -1.6677 3.0373 0.6206 1.22 1.72 0.64 0.074
O -2.0107 3.2308 -0.7486 -0.95 0.45 -0.40 -0.506
C -1.4884 2.2428 -1.4905 0.63 0.55 7.22 0.979
O -1.6031 2.0640 -2.5908 -1.04 -1.03 -7.31 -0.543
O -0.7884 1.4382 -0.6444 0.76 -1.13 0.04 -0.552
C -0.3702 2.2540 0.4732 -0.52 0.17 -1.33 0.073
C 0.8147 3.0445 -0.0825 -0.41 -0.79 0.98 -0.548
C 1.7690 2.2230 -0.9173 -3.12 -1.68 0.98 0.451
O 2.7555 2.7169 -1.2675 4.47 2.18 -1.61 -0.537
H 0.8685 -3.0688 1.6057 -0.79 -1.33 -0.93 0.209
H 1.8735 -2.7019 0.0991 1.24 1.01 0.70 0.210
H 0.3650 -0.5015 0.2737 0.09 0.14 -1.61 0.218
H -2.1202 -0.4184 -1.1712 0.41 -0.12 -0.05 0.179
H -2.7802 -1.6180 -2.2530 0.35 -0.36 -0.37 0.193
H -4.0721 -1.3668 0.4493 0.23 0.16 0.32 0.232
H -4.6507 -1.9267 -1.0776 -0.25 -0.26 0.07 0.206
H -5.5928 0.0874 -1.2492 -0.28 0.06 -0.23 0.212
H -4.0779 0.5384 -1.9401 0.28 0.02 -0.18 0.203
H -4.3491 2.2583 -0.3598 -0.12 0.18 -0.33 0.207
H -5.4000 1.2833 0.6025 -0.15 0.03 0.35 0.205
H -3.7324 0.6941 2.0023 0.22 -0.57 0.23 0.220
H -2.4757 0.5111 0.7572 -0.05 -0.41 -0.01 0.212
H -2.2703 2.4111 2.5031 0.18 -0.04 0.24 0.218
H -3.5289 3.2074 1.6334 -0.26 0.23 -0.09 0.218
H -1.4102 4.0387 0.9570 -0.05 0.22 0.26 0.200
H -0.1064 1.6642 1.3355 -0.07 -0.51 0.13 0.215
H 0.4881 3.8558 -0.7190 -0.17 0.36 -0.04 0.248
H 1.4109 3.4334 0.7317 0.13 0.46 0.13 0.250
H 1.5664 1.1974 -1.2508 -0.55 -0.26 0.33 0.142
C 2.9438 6.1708 -1.5976 0.06 -0.15 -0.19 -0.401
Cl 4.4775 7.0412 -1.6005 0.03 -0.01 -0.03 -0.014
Cl 2.0777 6.3594 -0.0676 -0.07 0.07 0.05 -0.039
H 2.3225 6.5507 -2.3997 -0.02 0.12 0.06 0.222
H 3.1428 5.1152 -1.7473 -0.01 -0.02 0.13 0.233
C 1.5149 -6.0504 2.7886 0.02 -0.01 0.05 -0.399
Cl 2.4153 -4.5289 2.8740 0.21 -0.19 0.28 -0.031
Cl 1.0754 -6.4530 1.1247 -0.03 -0.06 0.02 -0.026
H 2.1339 -6.8464 3.1864 0.01 0.22 -0.15 0.231
H 0.6088 -5.9522 3.3753 -0.04 0.09 -0.06 0.220
C 6.0434 3.4246 -2.5397 -0.08 0.00 0.04 -0.391
Cl 6.4084 4.1602 -4.1062 -0.05 -0.02 -0.03 -0.030
Cl 7.1291 4.0107 -1.2735 -0.02 -0.04 0.04 -0.027
H 5.0248 3.6712 -2.2665 0.02 0.05 0.01 0.225
H 6.1544 2.3509 -2.6240 0.08 0.00 -0.03 0.223
C 2.7993 -8.8249 5.4541 0.00 -0.04 0.08 -0.396
Cl 3.6908 -7.3018 5.5517 -0.01 0.00 0.05 -0.018
Cl 2.3583 -9.2161 3.7854 0.00 -0.27 0.07 -0.020
H 3.4218 -9.6204 5.8446 0.07 0.01 -0.08 0.226
H 1.8936 -8.7374 6.0417 -0.04 0.07 -0.06 0.223
C -0.0078 -0.7539 -3.7994 0.05 -0.10 0.02 -0.392
Cl 0.8311 0.6973 -4.3495 0.10 0.01 -0.04 -0.022
Cl 0.4825 -1.2349 -2.1554 0.06 0.12 -1.24 -0.021
H -1.0727 -0.5520 -3.7926 0.00 0.12 0.12 0.223
H 0.2146 -1.5653 -4.4824 0.11 0.00 0.03 0.222
```
Forces are in eV/Å.

Computed properties:
**Structure (SMILES)**: C=CC(=O)OCCCCCC[C@@H]1OC(=O)O[C@H]1CC=O.ClCCl.ClCCl.ClCCl.ClCCl.ClCCl
**Electronic energy**: -5795.1882 hartree
**Molar mass**: 708.97 g mol⁻¹
**Frontier orbital gap**: 8.930 eV



# 2
The following is a DFT calculation (the ωB97M-V functional and the def2-TZVPD basis) of the ion C19H30ClN2O4S with charge +1.

XYZ file:
```
57
Properties=species:S:1:pos:R:3:forces:R:3:nbo_charge:R:1
C 0.0047 -3.3430 3.1913 0.10 0.53 -0.56 -0.606
C -0.1664 -3.8046 1.7496 -0.25 -0.30 0.82 -0.521
S 0.6913 -2.8201 0.4884 0.23 -0.07 -0.51 0.199
C 1.3899 -1.3692 1.3294 -0.62 0.26 0.26 -0.601
C 1.3323 -0.1215 0.4922 0.63 0.06 -0.35 0.255
C 2.5130 0.4686 0.0074 -0.31 -0.29 -0.05 0.064
C 3.8937 -0.1345 0.1990 0.01 0.49 -0.27 -0.445
C 4.8004 -0.0078 -1.0299 0.20 -0.49 0.33 -0.418
C 4.4328 -1.0038 -2.1246 -0.06 0.23 0.01 -0.370
Cl 3.6985 -0.2110 -3.5456 -0.16 0.04 -0.04 -0.065
C 2.4100 1.6661 -0.6909 -0.62 -0.19 0.30 -0.108
C 1.1901 2.2836 -0.9215 -0.24 -0.34 -0.03 -0.035
C 1.2098 3.5962 -1.6937 0.08 0.27 0.76 -0.246
N 0.9524 4.7959 -0.8954 -0.23 -0.33 -0.16 -0.794
C 0.0362 1.6522 -0.4468 0.50 0.27 -0.38 0.290
C -1.3167 2.2682 -0.6544 0.27 0.01 0.35 -0.573
C -1.8748 2.9398 0.5880 -0.11 -0.02 -0.21 0.787
O -3.0293 2.8456 0.8634 -0.82 -0.08 0.25 -0.555
O -0.9996 3.5890 1.3563 0.57 -0.23 0.12 -0.680
N 0.1266 0.4717 0.2301 0.26 0.46 -0.02 -0.271
C -1.1294 -0.1345 0.7143 -0.11 -0.37 0.14 -0.251
C -1.8721 -0.9368 -0.3438 -0.22 0.41 -0.07 -0.083
O -2.6881 -1.8185 0.4021 0.38 0.17 -0.09 -0.546
C -3.6536 -2.4869 -0.3159 -0.50 0.07 -0.18 0.804
O -3.6806 -3.6653 -0.2604 0.07 -1.23 0.25 -0.511
C -4.6573 -1.6835 -1.0850 0.42 1.29 0.04 -0.537
C -5.0279 -0.3384 -0.4208 0.12 -0.21 -0.25 -0.613
H 1.0567 -3.3233 3.4571 0.11 -0.13 0.28 0.210
H -0.5612 -3.9632 3.8741 0.03 -0.27 0.06 0.243
H -0.3803 -2.3309 3.3034 -0.12 0.08 0.18 0.187
H -1.2249 -3.8580 1.5168 -0.11 0.21 -0.30 0.243
H 0.2214 -4.8134 1.6636 0.18 -0.11 -0.18 0.234
H 2.4019 -1.5739 1.6240 0.34 0.08 0.04 0.248
H 0.8499 -1.1538 2.2489 -0.04 -0.15 0.10 0.252
H 4.3820 0.3765 1.0274 -0.03 0.02 0.22 0.241
H 3.8630 -1.1874 0.4389 -0.18 -0.20 0.20 0.223
H 5.8021 -0.2547 -0.6864 0.16 0.03 0.03 0.235
H 4.8604 1.0048 -1.4049 0.03 0.12 -0.17 0.219
H 5.2980 -1.5454 -2.4777 0.16 -0.03 -0.16 0.232
H 3.7169 -1.7267 -1.7505 -0.16 -0.14 -0.07 0.208
H 3.2864 2.1609 -1.0724 0.21 -0.04 -0.04 0.235
H 0.5290 3.5757 -2.5364 -0.06 -0.02 -0.21 0.216
H 2.2212 3.7043 -2.0700 0.08 -0.12 -0.38 0.211
H -0.0368 4.9371 -0.7537 -0.09 0.12 0.06 0.356
H 1.3691 4.7074 0.0214 0.08 0.11 0.07 0.361
H -2.0760 1.5420 -0.8957 -0.06 -0.14 -0.25 0.264
H -1.2897 2.9746 -1.4750 0.11 0.20 -0.08 0.273
H -1.4525 3.7583 2.1980 -0.03 0.34 -0.03 0.515
H -1.7742 0.6181 1.1481 -0.02 0.24 -0.01 0.234
H -0.9180 -0.8299 1.5133 0.19 -0.04 0.05 0.255
H -1.1641 -1.4668 -0.9719 0.10 -0.28 -0.02 0.210
H -2.4857 -0.3101 -0.9900 -0.04 0.09 0.01 0.180
H -5.5242 -2.2914 -1.2879 -0.07 -0.33 0.08 0.258
H -4.1981 -1.4514 -2.0461 -0.04 -0.20 -0.26 0.233
H -4.5268 0.4992 -0.9000 0.05 0.11 -0.05 0.199
H -6.0893 -0.1578 -0.5233 -0.20 0.06 0.15 0.237
H -4.7421 -0.3181 0.6242 -0.19 -0.01 0.23 0.218
```
Forces are in eV/Å.

Computed properties:
**Structure (SMILES)**: CCSCc1c(CCCCl)cc(CN)c(CC(=O)O)[n+]1CCOC(=O)CC
**Electronic energy**: -2010.6247 hartree
**Molar mass**: 417.98 g mol⁻¹
**Charge**: +1
**Frontier orbital gap**: 7.868 eV



# 3
The following is a DFT calculation (the ωB97M-V functional and the def2-TZVPD basis) of a structure of composition C19H30I2NO6.

XYZ file:
```
58
Properties=species:S:1:pos:R:3:forces:R:3:nbo_charge:R:1
C 2.7867 -2.5203 -2.6838 -0.05 -0.07 -0.08 -0.639
C 1.6578 -2.4920 -1.6552 0.16 0.31 -0.27 -0.342
I 2.4121 -1.7755 0.2046 0.07 -0.22 0.37 0.129
C 0.4407 -1.7140 -2.2223 -0.24 -0.30 0.01 -0.381
I 0.2491 0.3028 -1.5799 -0.10 0.43 -0.33 0.174
C -0.8668 -2.4897 -2.0317 0.14 -0.02 0.56 -0.083
C -1.9441 -2.0892 -1.0244 -0.33 0.24 -0.26 -0.398
C -3.0494 -3.0732 -1.4523 0.19 0.15 -0.19 -0.505
C -2.9337 -2.9044 -2.9227 -0.23 0.09 -0.03 0.320
N -1.7380 -2.5739 -3.2408 0.17 0.07 0.00 -0.422
H 3.7432 -2.7637 -2.2328 0.04 -0.02 0.01 0.245
H 2.5760 -3.2847 -3.4362 -0.05 0.06 -0.06 0.218
H 2.8729 -1.5594 -3.1933 0.10 0.04 0.11 0.222
H 1.3457 -3.5083 -1.4299 0.03 -0.01 0.07 0.221
H 0.6304 -1.6094 -3.2908 -0.05 -0.04 -0.03 0.237
H -0.6130 -3.5261 -1.7715 0.14 -0.02 -0.30 0.221
H -1.6702 -2.0629 0.0257 0.15 -0.36 -0.03 0.265
H -2.3021 -1.0964 -1.3084 0.15 0.12 0.27 0.231
H -4.0494 -2.9406 -1.0469 0.01 0.00 -0.05 0.310
H -2.7140 -4.1059 -1.2660 -0.27 -0.01 0.19 0.264
H -3.7137 -2.9929 -3.6698 0.04 -0.15 -0.02 0.249
H -1.4172 -2.3819 -4.1837 -0.02 -0.12 0.00 0.447
O 3.3489 5.0336 3.1052 0.06 -0.05 -0.03 -0.557
C 3.0709 3.8980 2.8662 -0.02 -0.03 0.08 0.792
O 1.8303 3.5375 2.4401 -0.01 0.02 -0.03 -0.495
C 1.7376 2.1121 2.3146 0.01 -0.07 0.00 -0.070
C 3.1756 1.6296 2.1491 0.03 0.04 0.01 -0.429
C 3.9441 2.6599 2.9726 -0.09 0.00 -0.17 -0.531
H 1.2702 1.7148 3.2185 0.02 -0.01 0.01 0.181
H 1.0979 1.8894 1.4628 0.00 0.02 -0.01 0.189
H 3.3137 0.6007 2.4759 0.00 0.01 0.06 0.217
H 3.4710 1.6969 1.1008 -0.01 -0.02 -0.01 0.213
H 4.0127 2.3869 4.0272 0.01 0.00 0.01 0.243
H 4.9426 2.8766 2.6035 0.03 0.02 0.07 0.249
O -5.9398 -3.4941 -0.2069 -0.11 0.01 0.06 -0.585
C -5.7455 -4.5771 0.2710 0.07 0.00 -0.14 0.806
O -4.5310 -5.1709 0.1501 0.05 -0.23 0.07 -0.522
C -4.5642 -6.5050 0.7098 -0.11 -0.02 0.08 -0.071
C -5.7354 -6.4867 1.6872 -0.01 0.08 -0.02 -0.429
C -6.6846 -5.4865 1.0266 0.14 -0.01 0.11 -0.531
H -4.7161 -7.2110 -0.1083 -0.01 0.00 0.00 0.185
H -3.6024 -6.6987 1.1766 0.01 0.04 -0.01 0.203
H -6.1645 -7.4726 1.8452 -0.02 0.00 -0.04 0.237
H -5.4055 -6.1008 2.6518 0.01 -0.02 0.01 0.219
H -7.3489 -5.9580 0.2995 -0.03 0.01 0.00 0.249
H -7.2866 -4.9076 1.7213 -0.06 0.00 -0.05 0.258
O 4.2727 9.7620 -1.1780 -0.02 0.01 0.04 -0.557
C 3.9382 8.8013 -0.5533 -0.03 -0.05 -0.06 0.789
O 4.7078 7.6833 -0.4824 0.01 0.00 -0.01 -0.496
C 4.0252 6.6506 0.2442 -0.03 -0.08 0.06 -0.069
C 2.9972 7.3691 1.1101 0.01 0.13 -0.08 -0.428
C 2.6626 8.5795 0.2416 0.12 -0.06 0.12 -0.532
H 3.5549 5.9798 -0.4810 -0.02 0.00 0.01 0.164
H 4.7620 6.0937 0.8175 0.02 0.03 0.00 0.200
H 2.1512 6.7374 1.3652 -0.02 0.01 -0.03 0.229
H 3.4631 7.6876 2.0418 -0.01 -0.01 0.01 0.221
H 1.8610 8.3725 -0.4709 -0.02 0.02 0.00 0.231
H 2.4103 9.4785 0.7969 -0.04 0.03 -0.06 0.245
```
Forces are in eV/Å.

Computed properties:
**Electronic energy**: -1843.3378 hartree
**Molar mass**: 622.26 g mol⁻¹
**Charge**: +1
**Frontier orbital gap**: 6.799 eV



# 4
The following is a DFT calculation (the ωB97M-V functional and the def2-TZVPD basis) of a cluster of 2 separate species, C19H30N2O4 in total.

XYZ file:
```
55
Properties=species:S:1:pos:R:3:forces:R:3:nbo_charge:R:1
C -3.9900 -1.7492 -0.7621 0.77 -0.27 0.16 -0.353
C -2.9096 -2.4150 -0.2822 -0.16 -0.52 -0.89 -0.298
C -1.5478 -2.5417 -1.0398 -0.86 0.88 1.69 0.790
O -0.5728 -2.0508 -0.5028 0.07 -0.16 -0.97 -0.630
O -1.5379 -3.2280 -2.2226 0.05 1.57 1.23 -0.491
C -0.4761 -2.7926 -3.0927 0.90 -0.70 -2.48 -0.091
C -0.8482 -1.4817 -3.8950 0.44 0.83 1.83 -0.436
C -0.2333 -0.2299 -3.1067 -0.12 -0.22 0.22 -0.420
C -1.3647 0.7279 -2.5315 0.97 -0.13 -1.13 -0.427
C -0.8478 2.1773 -2.2319 -0.14 -0.11 0.18 -0.421
C -0.2757 2.3789 -0.7792 -2.37 0.78 -0.93 -0.232
N 0.4273 1.2047 -0.1930 2.14 0.81 0.46 -0.441
C 0.5598 1.4803 1.3135 -1.28 -0.10 1.65 -0.219
C -0.4895 0.5770 2.0605 0.15 -0.34 1.07 -0.466
C 0.1033 -0.7563 2.6431 -0.75 -0.40 0.28 -0.643
C 1.7897 0.9372 -0.7765 0.67 0.15 -0.59 0.079
C 2.3801 1.8583 -1.7218 2.01 -2.72 0.55 -0.196
C 3.6959 1.4003 -2.2105 -2.15 -0.82 1.77 -0.235
C 4.1683 0.1449 -1.6788 1.03 0.89 -1.17 0.035
N 3.6144 -0.6819 -0.7640 -1.30 1.57 -0.40 -0.377
C 2.4087 -0.2901 -0.2991 0.05 1.33 -1.14 0.025
H -3.8397 -0.8619 -1.4188 -0.41 -1.36 -0.33 0.196
H -5.0220 -2.0607 -0.4883 0.92 1.00 0.55 0.227
H -2.9248 -2.8910 0.7294 -0.17 -0.31 -1.31 0.249
H 0.5219 -2.7139 -2.5875 -1.12 0.05 -0.12 0.207
H -0.3477 -3.6079 -3.8583 -0.36 0.53 0.97 0.206
H -0.4380 -1.4721 -4.9311 -0.54 -0.36 0.77 0.231
H -1.9625 -1.3455 -3.8630 0.95 -0.44 -0.49 0.219
H 0.3710 -0.6739 -2.2741 -0.46 0.63 -0.68 0.214
H 0.5013 0.3413 -3.7392 -0.88 -0.40 0.45 0.209
H -1.8212 0.2441 -1.6314 0.11 0.49 -0.69 0.204
H -2.1227 0.8043 -3.3597 0.46 -0.04 1.02 0.226
H -1.7214 2.8728 -2.3770 0.97 -0.46 0.43 0.239
H -0.0746 2.4925 -2.9735 -0.66 -0.46 0.37 0.209
H -1.1622 2.5822 -0.1152 0.95 -0.42 -0.47 0.244
H 0.3243 3.3225 -0.7529 -0.05 -1.19 0.32 0.239
H -0.0778 0.3082 -0.2565 -0.35 0.40 -0.24 0.495
H 0.2965 2.5465 1.5249 0.37 -0.83 -0.56 0.237
H 1.5950 1.3212 1.6876 -0.77 -0.13 -0.57 0.246
H -1.3773 0.2949 1.4272 0.81 0.50 0.16 0.195
H -0.9170 1.1434 2.9388 0.66 -0.43 -0.75 0.308
H -0.6644 -1.1622 3.3618 0.78 0.46 -0.58 0.264
H 1.0281 -0.6035 3.2547 -0.72 0.02 -0.67 0.233
H 0.2285 -1.5679 1.8714 0.16 0.90 0.60 0.195
H 1.9262 2.7987 -2.0819 0.28 -0.83 0.41 0.242
H 4.2913 1.9638 -2.9590 -0.57 -0.52 0.73 0.245
H 5.1520 -0.1997 -2.0899 -0.96 0.25 0.53 0.208
H 1.8878 -0.9473 0.4399 0.45 0.69 -0.69 0.246
C 0.8452 0.1909 7.0171 0.41 0.14 0.09 -0.734
C -0.3758 0.5548 6.1626 -0.03 -0.16 0.16 0.759
O -0.2240 1.5282 5.3787 -0.19 -0.03 -0.52 -0.827
O -1.3836 -0.1622 6.3438 0.02 0.17 -0.36 -0.780
H 1.6878 0.8539 6.8093 -0.05 0.00 0.00 0.191
H 0.5936 0.2725 8.0766 -0.03 -0.14 -0.03 0.207
H 1.1521 -0.8365 6.8065 -0.10 -0.03 0.11 0.197
```
Forces are in eV/Å.

Computed properties:
**Electronic energy**: -1152.2568 hartree
**Molar mass**: 350.46 g mol⁻¹
**Frontier orbital gap**: 5.276 eV



| no. | LUMO level (hartree) | HOMO (eV) | strongest force on any atom (hartree/bohr) |
| --- | --- | --- | --- |
| 1 | 0.01580 | -8.50 | 0.145 |
| 2 | -0.14670 | -11.86 | 0.026 |
| 3 | -0.15422 | -11.00 | 0.011 |
| 4 | -0.03341 | -6.19 | 0.067 |